Density functional theory data (wB97M-V/def2-TZVPD) for a gas-phase ion, C20H30F5NO6PS (charge +1).

Properties
Charge   +1
E_LUMO   -5.3309 eV
HOMO-LUMO gap   6.370 eV

Geometry (Å):
C  3.949  0.991  2.746
C  4.127  0.994  1.127
C  3.662  -0.482  0.592
C  2.168  -0.492  0.043
C  1.082  0.268  0.821
N  -0.327  0.285  0.425
C  -1.194  1.114  1.333
C  -1.966  2.323  0.611
C  -1.536  3.707  1.357
C  -2.019  4.928  0.434
O  -3.481  4.888  0.293
C  -0.819  -0.434  -0.747
C  -2.366  -0.427  -1.132
C  -3.375  -0.863  0.041
C  -2.947  -2.160  0.871
C  -3.429  -2.189  2.392
F  -4.492  -3.144  2.556
F  -3.927  -0.960  2.896
C  -2.248  -2.642  3.407
F  -1.271  -1.614  3.534
F  -2.834  -2.771  4.699
F  -1.696  -3.892  3.044
C  0.175  -1.233  -1.680
S  -0.405  -2.104  -3.230
C  -1.331  -3.656  -2.712
O  -1.277  -1.198  -4.097
O  0.697  -2.575  -4.128
C  1.689  -1.267  -1.248
C  2.833  -2.060  -2.014
O  2.666  -3.305  -2.138
O  4.050  -1.530  -2.508
P  3.851  -0.139  -3.521
C  4.263  1.333  -2.355
O  2.228  0.039  -4.076
H  3.378  0.059  3.097
H  4.988  0.985  3.228
H  3.315  1.892  3.042
H  5.247  1.086  0.877
H  3.566  1.843  0.614
H  3.708  -1.274  1.434
H  4.457  -0.793  -0.166
H  1.428  0.839  1.761
H  -1.912  0.394  1.881
H  -0.562  1.587  2.178
H  -3.095  2.183  0.824
H  -1.847  2.374  -0.522
H  -1.943  3.781  2.419
H  -0.384  3.633  1.461
H  -1.518  4.807  -0.596
H  -1.793  5.944  0.916
H  -3.663  4.392  -0.535
H  -2.640  -1.053  -2.043
H  -2.647  0.661  -1.409
H  -4.389  -1.101  -0.461
H  -3.570  0.075  0.674
H  -1.826  -2.397  0.841
H  -3.462  -3.060  0.358
H  -1.949  -4.085  -3.572
H  -0.505  -4.434  -2.482
H  -1.922  -3.511  -1.743
H  4.615  2.251  -2.932
H  3.431  1.540  -1.596
H  5.169  0.959  -1.736
H  1.825  0.689  -3.444

Force components x, y, z for each atom (eV/Å):
-0.210 0.254 -0.628
0.177 -1.433 0.900
0.045 0.340 -0.229
-3.574 0.173 -0.938
0.987 -2.117 -2.708
2.869 -1.442 -1.389
-1.304 0.322 0.913
-0.998 0.303 1.554
0.516 -0.498 -1.100
-0.011 -0.224 0.497
1.455 -0.639 -0.810
2.053 -1.013 -0.885
-0.429 0.652 0.519
-0.549 0.530 -0.024
-0.533 -0.492 -0.281
-0.791 -0.621 0.529
2.360 2.070 -0.369
1.095 -2.169 -1.187
-0.801 -0.283 2.169
-1.843 -2.668 -0.764
1.716 0.121 -3.201
-0.989 3.467 0.801
2.028 2.055 4.323
-0.417 0.033 -6.709
0.814 -0.870 1.171
1.383 -1.764 4.043
-1.620 0.745 3.570
-1.261 2.249 1.538
0.106 -5.231 -0.879
0.299 5.198 1.073
-4.143 0.902 1.303
1.179 0.904 -2.201
-0.126 -0.759 1.176
1.612 0.786 2.954
0.922 1.310 -0.513
-1.739 0.212 -0.464
1.189 -1.056 -0.039
-1.817 0.007 0.339
0.704 -1.218 0.712
-0.048 1.402 -1.240
-1.668 0.144 0.634
-1.094 -0.911 -1.699
1.109 1.175 -1.029
-0.637 -1.077 -1.636
1.779 0.183 -0.533
0.264 -0.027 1.565
0.251 -0.220 -1.524
-1.694 0.626 -0.310
-0.647 0.467 1.567
-0.092 -1.584 -0.830
-0.002 0.587 0.861
1.175 0.840 1.087
0.523 -1.800 0.327
1.696 0.497 0.747
0.279 -1.751 -0.606
-1.467 0.604 0.133
0.877 1.339 1.057
0.838 1.229 1.041
-1.157 1.443 -0.382
0.628 0.008 -1.542
-0.828 -1.315 0.622
1.085 0.140 -1.083
-1.395 0.533 -1.083
-0.128 -0.665 -0.909

Density functional theory data (wB97M-V/def2-TZVPD) for 4 unconnected molecules or ions with the total composition C2H14NO3S.

Properties
Charge   +1
E_LUMO   -3.0317 eV
Relative energy (zero: lowest compared OMol25 entry of this formula, charge and spin)   11.0 kcal/mol
HOMO-LUMO gap   9.395 eV

Geometry (Å):
C  -1.346  -1.039  -1.006
C  -1.941  0.345  -0.955
S  -2.077  0.916  -2.667
N  -0.987  -1.507  0.367
H  -0.423  -1.004  -1.582
H  -2.002  -1.784  -1.431
H  -1.411  1.043  -0.320
H  -2.950  0.291  -0.535
H  -2.516  2.156  -2.408
H  -0.497  -2.391  0.499
H  -1.735  -1.363  1.051
H  -0.225  -0.924  0.756
H  2.275  -1.103  1.095
H  1.894  -2.171  0.120
O  1.557  -1.739  0.927
H  3.533  0.861  2.125
H  3.602  1.154  0.669
O  3.023  0.735  1.315
H  0.306  3.186  0.700
H  1.434  2.096  0.604
O  0.486  2.243  0.676

Force components x, y, z for each atom (eV/Å):
0.618 -0.139 0.015
-1.308 0.059 0.250
0.154 0.094 -0.235
0.652 1.376 1.296
0.105 -0.204 0.025
-0.263 -0.020 -0.217
0.684 0.023 -0.086
-0.012 -0.122 -0.034
0.010 -0.087 0.105
-0.702 -0.537 -0.407
-0.265 -0.571 -0.285
-0.017 0.246 -0.399
-0.185 0.312 0.344
-0.205 -0.044 0.429
0.753 -0.162 -0.818
-0.237 -0.092 0.266
0.013 -0.133 -0.304
0.369 0.141 -0.049
0.284 0.073 -0.016
-0.016 0.237 0.220
-0.433 -0.449 -0.103

Density functional theory data (wB97M-V/def2-TZVPD) for a molecular structure, C45H54AgGeI2N3OSi2Te.

Properties
Charge   -2
E_LUMO (spin up / spin down)   3.1856 / 3.1852 eV
Relative energy (zero: lowest compared OMol25 entry of this formula, charge and spin)   146.3 kcal/mol
HOMO-LUMO gap (spin up / spin down)   3.254 / 3.499 eV

Geometry (Å):
Ag  -0.353  0.803  0.558
I  -4.138  5.321  -5.046
C  -2.759  4.297  -3.758
C  -2.068  5.009  -2.798
C  -1.223  4.304  -1.978
I  -0.020  5.384  -0.568
C  -1.018  2.929  -2.103
O  0.018  2.348  -1.470
C  -1.823  2.211  -3.010
C  -1.912  0.701  -3.071
N  -1.125  0.023  -2.071
C  -1.437  -1.391  -1.882
C  -0.253  -1.968  -1.113
C  0.408  -3.068  -1.651
C  1.614  -3.697  -1.271
C  2.384  -3.632  -0.144
C  2.099  -2.926  1.092
N  0.106  -1.245  -0.085
C  -2.672  2.923  -3.844
H  -2.159  6.083  -2.702
H  -1.667  0.364  -4.102
H  -2.963  0.441  -2.891
H  -0.138  0.087  -2.316
H  -1.576  -1.919  -2.845
H  -2.367  -1.457  -1.307
H  -0.036  -3.475  -2.560
H  2.001  -4.365  -2.045
H  3.366  -4.093  -0.199
H  1.070  -3.061  1.418
H  -3.283  2.394  -4.561
C  1.650  -0.456  5.286
C  0.729  -1.217  4.569
C  0.179  -0.682  3.424
N  0.499  0.523  2.946
C  1.373  1.255  3.645
C  1.971  0.807  4.804
H  2.100  -0.839  6.192
H  0.434  -2.201  4.911
H  -0.552  -1.233  2.848
H  1.586  2.234  3.232
H  2.667  1.436  5.339
C  3.619  -5.056  4.651
Si  3.392  -4.958  2.746
C  5.004  -5.692  2.006
C  1.987  -6.168  2.282
C  3.072  -3.147  2.231
Te  2.054  -0.805  0.397
C  4.594  -0.551  0.526
Si  5.108  0.141  -1.122
C  3.967  1.610  -1.571
C  4.883  -1.183  -2.493
C  6.924  0.786  -1.330
H  3.811  -6.074  4.982
H  2.732  -4.706  5.171
H  4.452  -4.445  4.984
H  5.208  -6.676  2.421
H  5.865  -5.065  2.213
H  4.926  -5.796  0.928
H  2.319  -7.203  2.314
H  1.636  -5.961  1.276
H  1.142  -6.070  2.956
H  4.026  -2.696  1.948
H  2.710  -2.593  3.105
H  5.112  -1.487  0.756
H  4.787  0.142  1.351
H  3.178  1.289  -2.244
H  4.479  2.450  -2.029
H  3.482  1.978  -0.673
H  3.903  -1.640  -2.396
H  5.621  -1.976  -2.418
H  4.956  -0.763  -3.493
H  7.131  1.587  -0.625
H  7.117  1.173  -2.329
H  7.646  -0.006  -1.142
C  0.257  2.709  -0.130
Ge  -2.812  1.103  1.392
C  -3.589  -0.454  2.431
C  -4.487  -0.304  3.483
C  -4.945  -1.393  4.206
C  -4.516  -2.670  3.887
C  -3.620  -2.842  2.845
C  -3.166  -1.746  2.134
C  -3.514  2.574  2.578
C  -2.661  3.103  3.542
C  -3.063  4.131  4.375
C  -4.334  4.670  4.251
C  -5.204  4.149  3.308
C  -4.795  3.108  2.493
C  -4.162  1.244  -0.089
C  -4.309  2.462  -0.749
C  -5.053  2.574  -1.907
C  -5.656  1.452  -2.455
C  -5.546  0.236  -1.802
C  -4.814  0.142  -0.631
H  1.374  2.602  -0.054
H  -4.820  0.692  3.744
H  -5.639  -1.244  5.026
H  -4.880  -3.522  4.449
H  -3.273  -3.838  2.593
H  -2.454  -1.892  1.330
H  -1.658  2.698  3.615
H  -2.384  4.526  5.122
H  -4.646  5.493  4.884
H  -6.204  4.559  3.213
H  -5.485  2.707  1.760
H  -3.818  3.334  -0.335
H  -5.153  3.531  -2.403
H  -6.198  1.525  -3.391
H  -6.024  -0.646  -2.217
H  -4.740  -0.810  -0.122

Force components x, y, z for each atom (eV/Å):
-1.285 -0.521 0.462
0.495 -0.307 0.420
-0.635 0.267 -0.402
-0.262 0.331 -0.136
0.933 0.090 0.724
-0.456 0.320 -0.654
-0.561 0.115 -0.356
0.774 0.458 0.011
0.244 -0.004 0.338
0.062 -0.351 -0.073
0.057 -0.023 -0.571
-0.127 -0.004 -0.200
-0.023 0.227 0.312
-0.373 -0.143 -0.692
0.413 -0.518 0.290
0.065 -0.619 -0.393
0.229 0.215 0.015
-0.972 0.076 0.612
0.140 0.237 -0.138
-0.026 -0.058 -0.009
-0.167 0.110 0.113
0.050 0.075 -0.069
-0.076 0.067 0.249
-0.013 0.021 0.176
-0.039 -0.048 0.002
0.054 0.119 0.011
0.048 0.104 0.111
0.105 -0.083 -0.081
-0.115 0.250 -0.047
-0.048 -0.130 0.019
-0.253 -0.003 -0.476
0.345 0.113 0.595
-0.111 0.294 -0.298
0.066 0.102 1.041
-0.476 -0.227 -0.510
0.089 -0.245 0.429
0.044 -0.013 0.046
-0.018 -0.026 -0.047
-0.041 -0.079 -0.122
0.096 0.038 0.008
0.106 0.098 0.005
-0.050 0.073 -0.608
0.102 -0.366 0.094
-0.541 0.359 0.198
0.383 0.498 0.119
0.135 -0.585 0.240
1.450 -0.017 -0.964
0.514 0.245 -0.243
-0.318 -0.307 -0.009
0.356 -0.338 0.137
0.095 0.378 0.450
-0.502 -0.212 0.171
0.028 -0.248 -0.019
-0.248 0.111 0.078
0.192 0.180 0.013
-0.055 -0.191 0.116
0.150 0.200 0.055
-0.052 0.004 -0.237
0.155 -0.142 0.075
-0.049 0.092 -0.208
-0.200 0.063 0.158
0.088 -0.047 0.169
0.139 -0.032 0.025
0.080 -0.098 -0.064
0.029 0.102 0.085
-0.183 -0.101 -0.102
0.226 0.177 -0.166
-0.128 0.095 0.241
-0.252 -0.052 0.096
0.220 -0.177 0.082
0.055 0.187 -0.197
0.004 0.160 0.176
-0.074 0.064 -0.256
0.082 -0.185 0.066
0.383 -0.308 -0.223
-0.521 0.048 0.127
0.252 0.270 -0.220
0.006 0.219 0.025
-0.177 0.000 0.160
-0.056 -0.147 0.108
-0.061 -0.272 0.023
0.112 -0.043 -0.191
0.279 -0.174 -0.276
0.125 -0.077 -0.090
0.077 0.169 0.235
-0.027 0.102 0.141
-0.191 0.125 0.072
-0.096 -0.082 -0.191
0.368 -0.070 0.157
0.025 0.083 0.135
-0.189 0.155 -0.116
-0.132 0.012 -0.167
-0.140 -0.163 -0.171
0.015 -0.177 0.190
-0.466 0.018 -0.159
-0.082 0.035 0.089
-0.020 0.006 0.011
0.025 -0.029 0.010
0.037 -0.025 -0.041
0.176 -0.039 -0.119
0.098 0.038 0.077
0.054 0.022 0.006
0.003 0.004 0.034
-0.008 -0.010 -0.026
-0.056 -0.003 -0.054
0.056 0.168 -0.058
0.011 0.054 -0.003
-0.065 0.024 0.018
0.002 -0.008 0.011
0.012 -0.140 -0.010

- Among the records above, which one has the lowest charge?
  C45H54AgGeI2N3OSi2Te

- charge of number 2 (C2H14NO3S)?
  +1